12 unconnected molecules or ions with the total composition C6H35NO12, computed with wB97M-V/def2-TZVPD.

Atoms and positions in Å:
C 1.01 -1.61 -3.61
C 1.51 -0.80 -2.42
N 0.76 0.32 -1.81
C 0.10 -0.05 -0.57
C -0.51 2.34 -2.34
C -0.03 0.97 -2.79
C -1.41 0.26 -3.17
O -1.86 -0.64 -2.52
H 1.74 -2.41 -3.69
H 1.13 -1.07 -4.55
H 0.06 -2.10 -3.43
H 2.51 -0.37 -2.68
H 1.92 -1.39 -1.60
H -0.73 -0.78 -0.54
H -0.16 0.88 -0.08
H 0.81 -0.63 0.03
H 0.33 2.85 -1.85
H -0.95 2.92 -3.15
H -1.25 2.34 -1.55
H 0.50 1.03 -3.74
H -1.91 0.44 -4.13
H -0.36 -0.23 3.65
H -0.74 1.34 3.63
O -1.08 0.43 3.54
H -1.73 0.08 2.07
H -3.08 -0.17 1.53
O -2.18 -0.07 1.18
H 4.02 3.24 -1.53
H 2.93 2.18 -1.57
O 3.17 3.01 -1.15
H 4.07 -1.15 1.08
H 3.30 -0.26 2.18
O 3.25 -0.99 1.55
H -1.25 -3.51 1.16
H -0.71 -2.10 1.46
O -0.48 -3.04 1.51
H 0.13 -2.11 3.00
H 1.09 -1.23 2.31
O 0.74 -1.36 3.20
H -2.18 -3.93 2.87
H -2.15 -5.12 1.90
O -1.91 -4.84 2.78
H -2.21 1.73 0.74
H -1.66 3.09 0.05
O -1.88 2.65 0.88
H -3.62 -2.97 0.99
H -2.78 -2.62 -0.20
O -2.96 -3.35 0.40
H -0.90 2.81 2.37
H 0.66 2.87 2.30
O -0.10 2.95 2.90
H 2.95 3.62 1.64
H 2.05 3.09 0.42
O 2.06 3.46 1.31

Computed properties:
- energy above the lowest of the compared OMol25 structures with the same formula, charge and spin (kJ/mol) = 0.0
- electronic energy (hartree) = -1206.8757
- spin multiplicity = 2
- HOMO-LUMO gap (spin up / spin down) (eV) = 8.9 / 4.8
- lowest unoccupied orbital energy (spin up / spin down) (Ha) = -0.1390 / -0.2872
- total charge = +1
- E_HOMO (spin up / spin down) (eV) = -12.66 / -12.66

Löwdin atomic charge list, values in e, 8 entries:
1. C -0.03
2. C -0.18
3. N -0.01
4. C 0.00
5. C -0.01
6. C -0.29
7. C -0.12
8. O 0.12